The following is a quantum chemistry calculation of a 7-piece molecular cluster, C28H66BN6O14 overall at a distorted geometry, from the OMol25 dataset.

Values from the calculation:
strongest force on any atom: 2.11 eV/A
charge: -1
E_LUMO: 2.46 eV
frontier orbital gap: 0.33497 Eh

Last column: Löwdin charge in e.
Cartesian coordinates (Å):
B (10.5350, -19.3093, -6.5236)  -0.889
H (6.8071, -18.5928, -2.6211)  0.083
C (11.6842, -19.3527, -1.0564)  -0.215
O (10.3284, -20.0074, -7.8264)  0.214
H (10.6242, -18.5812, -13.1933)  0.089
C (15.1044, -17.6631, -11.2251)  -0.067
O (11.2963, -19.8446, -9.8588)  0.147
C (12.4944, -21.2681, 0.3179)  -0.078
H (11.1296, -13.6581, -3.4860)  0.089
H (14.6719, -18.6331, -10.9765)  0.074
H (8.6557, -13.4786, -7.0424)  0.136
H (5.1711, -20.2183, -7.8358)  0.081
C (5.6810, -21.7459, -6.4015)  -0.429
H (6.8248, -24.6174, -5.3932)  0.062
C (7.0827, -22.0454, -6.9242)  -0.211
H (3.4156, -20.2245, 2.5729)  0.064
H (15.5931, -17.1590, -10.3972)  0.073
H (4.1634, -18.0480, 0.8806)  0.133
H (5.1365, -20.3124, 2.4814)  0.067
C (9.1649, -24.9081, -3.7346)  -0.206
N (13.1253, -16.3092, -10.6196)  0.051
H (15.8575, -17.8592, -11.9981)  0.070
C (6.9959, -14.8573, -7.1377)  -0.070
H (9.6230, -14.4753, -2.8242)  0.077
H (8.8937, -22.8188, -8.5371)  0.090
H (6.3479, -19.0353, 0.6984)  0.130
C (6.7642, -25.2134, -4.4834)  -0.050
H (5.7384, -25.3133, -4.1218)  0.078
N (5.7112, -20.8133, -5.2614)  0.071
N (7.3643, -23.4014, -2.9726)  0.061
H (4.3529, -18.7998, 3.0620)  0.065
H (11.2313, -17.4506, -2.7218)  0.092
H (12.9437, -18.6042, -12.3560)  0.126
H (10.2631, -15.1439, -6.9759)  0.067
H (7.8818, -13.9682, -4.7435)  0.124
H (7.0171, -26.2503, -4.7455)  0.078
H (7.8430, -23.0633, -2.1485)  0.067
H (11.6829, -22.0312, -2.0190)  0.069
H (10.1794, -21.4210, -2.0425)  0.038
N (9.3992, -15.3847, -7.4744)  0.062
H (3.7959, -20.9437, -7.0054)  0.075
O (10.3739, -20.2526, -5.4191)  0.240
H (7.5690, -25.4516, -2.5068)  0.139
C (9.2178, -20.0412, -4.8107)  -0.373
H (10.1224, -17.0571, -13.9375)  0.085
C (8.4167, -14.5131, -6.7722)  -0.437
C (13.1015, -17.5788, -12.7265)  -0.235
H (6.8423, -14.6198, -8.1922)  0.077
H (6.2729, -14.2468, -6.5846)  0.075
H (7.6132, -22.8049, -3.7539)  0.033
H (8.3809, -24.5195, -8.6149)  0.087
H (9.8423, -16.7300, -1.7706)  0.077
H (13.6860, -16.3720, -9.7745)  0.043
C (10.2623, -26.4735, -5.1325)  -0.119
O (7.4697, -18.3668, -5.2662)  0.131
C (11.3009, -20.6855, -0.4593)  -0.416
C (4.2442, -19.1361, 0.8756)  -0.421
C (4.7663, -21.1611, -7.4548)  -0.065
H (12.3637, -18.8550, -0.3355)  0.119
H (5.6787, -20.6159, 0.2183)  0.134
C (4.2986, -19.6209, 2.3521)  -0.062
O (11.8455, -18.6823, -6.6503)  0.242
H (9.5798, -12.8359, -3.5254)  0.086
O (9.9254, -14.3632, -4.8803)  -0.193
H (11.2293, -25.9544, -5.0756)  0.088
H (10.4583, -20.6186, 0.2263)  0.138
C (12.2753, -18.7592, -7.9038)  -0.369
H (10.4446, -27.5448, -5.1992)  0.083
H (5.2762, -22.6923, -6.0280)  0.134
N (10.9193, -21.7341, -1.4236)  0.040
O (7.0977, -23.2855, -7.5985)  -0.184
H (13.6342, -17.6661, -13.6877)  0.127
H (13.2789, -21.6074, -0.3583)  0.076
H (2.2641, -19.1331, 0.5926)  0.062
O (9.5165, -26.2655, -3.9527)  -0.192
O (10.5372, -18.5315, -1.1402)  -0.193
H (12.1561, -22.1706, 0.8341)  0.072
H (6.6188, -20.3309, -2.3838)  0.069
H (2.9062, -20.5938, 0.3118)  0.066
C (5.5130, -19.5282, 0.1689)  -0.252
H (12.8095, -20.5752, 1.0977)  0.071
H (11.4979, -16.6649, -1.1811)  0.088
H (6.1102, -19.9387, -5.5999)  0.043
H (12.2433, -19.3894, -1.9993)  0.134
C (8.5999, -14.6247, -5.2614)  -0.230
H (9.7633, -26.1324, -6.0464)  0.076
C (7.6785, -24.7731, -3.3578)  -0.433
H (4.5857, -21.8239, -8.3027)  0.077
H (9.2564, -16.2834, -7.0027)  0.043
O (8.8651, -20.5987, -3.8103)  0.122
O (5.4983, -19.0575, -1.1482)  -0.168
H (7.5541, -19.4503, -1.2274)  0.081
H (7.4199, -21.2324, -7.5844)  0.136
H (6.4066, -21.1225, -4.5867)  0.032
C (10.0581, -13.8243, -3.5864)  -0.110
C (13.9483, -16.7979, -11.7485)  -0.428
C (11.2483, -19.6086, -8.6894)  -0.392
C (6.6634, -19.3641, -1.8670)  -0.106
O (11.8783, -16.9163, -12.9404)  -0.176
C (8.4003, -23.6306, -7.9856)  -0.115
H (12.4338, -17.0390, -10.4583)  0.059
H (6.7184, -15.8924, -6.9356)  0.076
C (10.7736, -17.2862, -1.7368)  -0.118
H (7.7754, -22.1312, -6.0716)  0.109
H (8.3200, -15.6485, -4.9555)  0.126
H (9.7176, -24.5708, -2.8457)  0.120
O (13.2460, -18.2435, -8.3674)  0.144
N (3.0425, -19.6017, 0.1381)  0.035
C (10.9873, -17.6775, -13.6993)  -0.131
H (9.4394, -24.2701, -4.5813)  0.115
H (14.3366, -15.9270, -12.2902)  0.126
H (11.4232, -17.9978, -14.6611)  0.083
O (9.4759, -18.3046, -6.2832)  0.209
H (9.0566, -23.8456, -7.1260)  0.073
C (8.5482, -18.8298, -5.5046)  -0.373

The following is a quantum chemistry calculation of a 10-piece molecular cluster, C28H66N10O10 overall at a distorted geometry, from the OMol25 dataset.

Values from the calculation:
strongest force on any atom: 5.31 eV/A
E_LUMO: 0.06 eV
frontier orbital gap: 0.33137 Eh

Last column: Löwdin charge in e.
Cartesian coordinates (Å):
O (-6.6948, 1.3841, 1.0070)  0.029
H (6.8372, 3.2088, 2.1290)  0.078
C (-0.9579, 0.0430, 1.6023)  -0.019
H (5.2416, -3.2495, 3.1315)  0.073
H (6.5079, -6.8883, -0.3889)  0.081
O (5.3555, -3.4902, 0.4927)  0.071
N (-2.4542, 4.6072, -5.0862)  -0.007
H (-6.3422, 4.4688, 6.2532)  0.132
H (1.9517, -1.0468, 0.4711)  0.115
H (4.1968, -1.8063, -4.9530)  0.080
C (6.4492, 2.2706, 1.7324)  -0.056
C (-3.1530, -3.8243, -0.6521)  -0.111
H (-3.4872, 6.2140, -5.9534)  0.079
H (-1.0102, 2.4997, -5.0718)  0.067
O (1.6300, -0.0811, -7.8187)  -0.005
H (4.5949, 1.3246, 10.4377)  0.110
C (6.0944, -3.7999, 2.7341)  -0.003
H (-3.0914, -2.0523, -4.7896)  0.076
C (5.8991, -4.2105, 1.2664)  -0.620
N (5.1045, 2.6391, 1.3012)  0.012
H (-5.9157, 4.5912, 9.7267)  0.093
N (-8.2622, 2.8214, 0.2114)  -0.015
H (6.9776, -3.1770, 2.8760)  0.083
C (-0.6944, 3.0960, -4.2158)  -0.011
N (2.5766, -0.9631, -6.0200)  0.013
H (-5.7751, 3.8133, -0.7582)  0.083
H (-4.7616, -3.2417, -1.7319)  0.136
O (5.3329, 4.8437, 1.3368)  0.034
C (5.2224, 1.0426, 7.1745)  -0.022
H (-8.3151, 3.7894, -0.0719)  0.135
C (-9.3538, 2.2235, 0.9409)  -0.084
H (5.7742, -5.4276, -1.0617)  0.081
H (2.5725, 3.4778, 1.3836)  0.078
H (-1.2063, 0.8724, 2.2645)  0.088
C (4.9819, 1.7356, 8.4502)  -0.636
H (-10.0028, 3.0445, 1.2455)  0.082
C (1.3431, -6.6746, -3.7307)  -0.605
H (-2.2834, -3.3867, -0.1619)  0.086
H (0.5490, -6.3607, -1.7704)  0.065
H (-9.1092, 1.7493, 1.8914)  0.082
H (3.8056, -0.1798, -4.3674)  0.073
H (-0.4646, -7.5896, -3.7225)  0.141
H (0.3759, 3.2996, -4.2495)  0.084
C (0.4791, -0.2958, 1.5823)  -0.621
H (-6.0728, 2.1949, 5.3320)  0.078
C (-1.5234, 4.3543, -4.1101)  -0.499
H (4.3113, 1.2853, -7.2102)  0.075
H (-1.1981, -6.9235, -5.6748)  0.078
H (0.3374, -6.2002, -6.2309)  0.093
O (2.2792, -6.5004, -4.4643)  0.048
H (-1.3075, 0.4050, 0.6354)  0.074
H (-4.4078, 5.0755, -5.0559)  0.076
H (6.3334, -6.1192, 1.6890)  0.136
H (-5.1372, 2.1084, -0.8472)  0.085
O (-1.3509, 5.0862, -3.0903)  -0.014
H (-4.7177, -2.1050, -4.0373)  0.062
H (7.0130, 2.0528, 0.8252)  0.081
C (-0.1119, -7.0123, -5.6594)  -0.069
H (0.0599, -7.9695, -6.1518)  0.083
O (4.7930, 2.9306, 8.4989)  0.044
C (3.3895, -1.0904, -4.7984)  -0.058
H (-3.6642, -0.6779, -3.9874)  0.072
O (-1.8684, -2.2805, -2.5069)  0.041
N (6.3830, -5.3972, 0.9845)  -0.003
O (1.2081, -0.1276, 2.5611)  0.011
N (-3.7546, -3.1640, -1.7314)  -0.013
H (1.9262, -7.5227, -1.8882)  0.082
C (4.6567, 3.8437, 1.1685)  -0.612
H (-4.9039, 5.6619, 8.7276)  0.098
H (2.9558, 5.0648, 0.5049)  0.088
H (-3.9555, -3.8988, 0.0818)  0.087
C (3.2293, 4.0302, 0.7117)  0.000
H (6.7582, 1.5406, 2.4805)  0.081
H (-6.5865, 2.6731, -1.7258)  0.077
H (-2.9483, -4.8689, -0.8867)  0.083
H (5.0289, -0.0424, 9.4211)  0.095
H (1.8719, -1.6571, -6.2245)  0.141
H (2.7704, -1.5275, -4.0150)  0.079
H (-4.4382, 2.0958, 5.9079)  0.085
H (-3.4926, 6.2422, -4.1201)  0.088
H (3.1014, 3.4543, -0.2049)  0.074
H (2.1766, -5.7124, -1.9915)  0.081
C (6.5672, -5.8002, -0.4134)  -0.053
H (-9.8532, 1.5092, 0.2864)  0.085
H (4.4345, 1.8833, 1.3021)  0.141
C (-5.2274, 2.8033, 5.6535)  -0.061
H (3.6639, 1.4605, -5.6874)  0.052
C (-5.7126, 4.9313, 8.7112)  -0.021
H (5.9503, -4.6504, 3.4003)  0.067
N (0.2107, -7.0579, -4.2529)  -0.007
N (0.9658, -0.8281, 0.4572)  0.163
H (-6.6598, 5.2592, 8.2831)  0.078
H (7.5559, -5.4851, -0.7471)  0.086
N (4.7784, 0.9304, 9.5261)  0.149
N (-5.7086, 3.7840, 6.6400)  0.007
C (-7.0183, 2.2620, 0.2049)  -0.549
H (0.3325, -1.0357, -0.3018)  0.102
C (-3.4751, 5.6388, -5.0277)  -0.071
C (-3.6881, -1.7658, -3.9236)  0.006
C (2.5406, -0.0425, -6.9780)  -0.531
H (-0.8292, 2.4157, -3.3749)  0.081
C (-5.1909, 3.8606, 7.8858)  -0.580
C (-6.0163, 2.7512, -0.8002)  -0.009
H (-4.8199, 3.4066, 4.8423)  0.078
H (-1.6581, -0.7708, 1.7913)  0.084
H (6.1706, 1.4034, 6.7761)  0.091
H (4.3491, 1.3161, 6.5823)  0.096
H (-2.6274, 3.8606, -5.7439)  0.127
H (5.2017, -0.0462, 7.1256)  0.074
C (3.3421, 1.2718, -6.7116)  0.003
C (1.5270, -6.5603, -2.2084)  0.011
C (-3.0421, -2.4389, -2.6613)  -0.522
H (2.6961, 2.0878, -7.0353)  0.077
O (-4.4221, 3.0294, 8.4153)  0.013

Among the records above, which one has the highest frontier orbital gap? C28H66BN6O14

Number 1 is which compound? C28H66BN6O14

Look up the E_LUMO of the first one. 2.46 eV